Record 1
This record from the OMol25 dataset describes 4 unconnected molecules or ions with the total composition C3H14NO3S in a non-equilibrium geometry. The level of theory is ωB97M-V with the def2-TZVPD basis set.

```
22
Properties=species:S:1:pos:R:3:forces:R:3:nbo_charge:R:1
C -2.737 0.663 0.465 -1.2363 0.8826 -0.5313 -0.421
N -1.425 0.136 0.062 -2.2310 0.1765 0.4053 -0.673
C -1.640 -1.094 -0.718 0.1798 -0.4251 0.6993 -0.225
C -0.259 -1.524 -1.274 -1.0988 -0.4257 0.3870 -0.516
S 0.935 -1.616 0.115 0.4684 -0.3298 -0.5353 -0.699
H -2.665 1.445 1.239 0.2585 -0.4042 -0.1458 0.199
H -3.290 1.161 -0.379 0.8678 -0.2639 0.2943 0.172
H -3.527 -0.062 0.789 0.8439 -0.1329 0.2056 0.151
H -0.966 -0.156 0.930 0.2080 0.1641 -0.5243 0.409
H -2.459 -1.006 -1.472 0.7897 0.4998 0.1441 0.170
H -2.071 -1.841 0.016 0.6620 0.0964 -0.7623 0.155
H -0.413 -2.525 -1.720 0.3737 0.4126 -0.0247 0.183
H 0.060 -0.805 -2.051 -0.1629 -0.3028 0.2797 0.189
H 0.937 0.098 1.725 0.3755 -0.3972 -0.9385 0.496
H 0.958 1.686 1.741 -0.0338 -0.4569 -0.5129 0.489
O 0.629 0.886 2.169 -0.4280 0.8226 1.6698 -1.015
H 1.160 1.838 -0.623 -1.5637 1.0009 0.9328 0.500
H -0.314 1.773 0.012 0.4028 -0.2898 -0.4835 0.497
O 0.404 2.392 -0.217 1.3015 -0.3084 -0.6569 -1.042
H 3.458 1.178 -0.472 0.5003 -0.7950 0.9551 0.482
H 2.205 0.099 -0.838 0.7107 -0.6782 1.1824 0.525
O 2.686 0.940 -0.953 -1.1882 1.1544 -2.0398 -1.028
```
Forces are in eV/Å.

Computed properties:
net charge	-1
energy	-21807.241	eV
energy relative to the best compared isomer or geometry (same formula, charge and spin)	25.2	kcal/mol
molecular weight	144.2	g mol⁻¹
orbital gap	0.265	Eh
highest occupied orbital energy	-0.127	Ha



Record 2
This record from the OMol25 dataset describes 4 unconnected molecules or ions with the total composition C3H14NO4 in a non-equilibrium geometry. The level of theory is ωB97M-V with the def2-TZVPD basis set.

```
22
Properties=species:S:1:pos:R:3:forces:R:3:nbo_charge:R:1
C -0.584 -0.799 -1.042 1.3449 -0.6423 -0.1707 -0.041
O 0.685 -1.235 -0.642 -0.2428 0.3087 0.4825 -0.926
C -0.703 0.667 -1.427 -0.0952 0.0777 -0.2051 -0.093
C -1.926 0.884 -2.288 -1.0629 0.0569 -0.4974 -0.608
N -0.708 1.633 -0.349 -0.4977 0.6141 -0.0338 -0.874
H -1.370 -0.945 -0.262 -0.1226 -0.4742 -0.4215 0.086
H -0.757 -1.370 -1.977 -0.9205 -0.0109 0.3487 0.136
H 0.194 0.859 -1.999 0.3387 0.2374 -0.4700 0.173
H -2.854 0.496 -1.815 0.4606 0.2015 0.0612 0.187
H -2.093 1.940 -2.503 0.0606 0.1536 0.2702 0.204
H -1.912 0.413 -3.275 0.3871 -0.2963 0.1142 0.195
H -1.524 1.536 0.257 0.4331 -0.1741 -0.0880 0.349
H 0.139 1.538 0.189 0.0025 -0.2553 0.4746 0.397
H 2.155 1.287 -0.247 0.2138 -0.0058 -0.1554 0.461
H 1.511 -0.285 -0.190 -0.8761 0.3085 -0.2539 0.496
O 1.958 0.577 0.362 0.3593 0.0608 -0.0467 -1.106
H 1.899 -0.592 1.533 0.7326 0.4160 0.5050 0.506
H 1.345 -1.910 1.736 0.1126 -0.3090 0.2306 0.472
O 1.883 -1.276 2.235 -0.6314 -0.2236 -0.3771 -0.996
H -0.978 -0.587 1.466 0.0363 0.2459 0.2051 0.470
H 0.079 -0.241 2.470 0.0518 -0.0121 0.1267 0.493
O -0.867 -0.107 2.301 -0.0848 -0.2775 -0.0991 -0.979
```
Forces are in eV/Å.

Computed properties:
net charge	-1
energy	-13019.258	eV
energy relative to the best compared isomer or geometry (same formula, charge and spin)	15.2	kcal/mol
molecular weight	128.1	g mol⁻¹
orbital gap	0.299	Eh
highest occupied orbital energy	-0.154	Ha